Computed, not measured: a molecular structure, C35H32CsIN6O6, with ωB97M-V/def2-TZVPD.

ORCA input file:
```
! wB97M-V def2-TZVPD RIJCOSX def2/J DEFGRID3
* xyz -2 1
Cs -0.2450 0.1952 0.2201
O -2.0102 -2.1371 0.1629
C -1.5925 -2.0902 1.3542
N -1.8961 -1.1673 2.2220
C -1.5123 -1.2875 3.5642
C -1.9161 -2.3872 4.3213
C -1.6468 -2.4983 5.6786
C -0.9678 -1.4678 6.3117
C -0.5701 -0.3558 5.5839
C -0.8001 -0.2392 4.2073
N -0.2352 0.7854 3.4464
C -0.0903 1.9861 3.9616
O -0.5607 2.5056 5.0025
C 0.8625 2.8770 3.1647
C 1.6930 3.7455 3.8763
C 2.6310 4.4922 3.1914
C 2.7010 4.3842 1.8085
C 1.8034 3.5373 1.1775
N 0.9091 2.8032 1.8348
C -0.5431 -3.1587 1.6337
C -0.8972 -4.5067 1.7131
C 0.0994 -5.4502 1.8466
C 1.4234 -5.0264 1.8755
C 1.6756 -3.6702 1.7742
N 0.7225 -2.7482 1.6627
H -2.4892 -3.1601 3.8188
H -1.9751 -3.3735 6.2293
H -0.7527 -1.5207 7.3740
H -0.0571 0.4589 6.0755
H 1.5751 3.7999 4.9494
H 3.3059 5.1518 3.7271
H 3.4249 4.9408 1.2275
H 1.7966 3.4405 0.0960
H -1.9414 -4.7838 1.6550
H -0.1445 -6.5043 1.9192
H 2.2415 -5.7293 1.9693
H 2.6937 -3.2958 1.7738
O 3.4188 -0.7228 -1.6475
C 3.4027 -1.6597 -2.6709
C 2.2717 -2.6720 -2.6133
C 2.3298 -3.8000 -3.4339
C 1.2690 -4.6840 -3.4332
C 0.1833 -4.4179 -2.6101
C 0.2145 -3.2779 -1.8217
N 1.2402 -2.4221 -1.8201
H 2.6798 -0.0965 -1.8239
H 4.3507 -2.2110 -2.6416
H 3.3481 -1.1753 -3.6604
H 3.1964 -3.9646 -4.0638
H 1.2867 -5.5669 -4.0622
H -0.6755 -5.0741 -2.5732
H -0.6149 -3.0281 -1.1640
C -3.3103 4.8945 0.9128
N -2.8288 3.9270 -0.0481
C -2.5523 4.3135 -1.4200
C -2.6108 2.6216 0.2760
C -2.8612 2.2054 1.7024
O -2.2093 1.8429 -0.5797
H -3.2012 5.8919 0.4895
H -2.7337 4.8598 1.8371
H -4.3656 4.7449 1.1647
H -2.7276 5.3831 -1.5248
H -3.1938 3.7721 -2.1183
H -1.5192 4.0867 -1.6874
H -3.9184 2.3264 1.9526
H -2.2806 2.8118 2.3986
H -2.5783 1.1630 1.8468
I -0.5449 -0.5502 -9.0511
C 0.0606 0.1767 -7.1781
C 0.3937 1.5159 -7.0502
C 0.7914 1.9880 -5.8075
C 0.8622 1.1413 -4.7090
C 0.5146 -0.1957 -4.8646
C 0.1113 -0.6896 -6.0979
C 1.3193 1.6750 -3.3391
O 1.5224 2.8929 -3.2555
O 1.4412 0.7936 -2.4520
H 0.3454 2.1771 -7.9054
H 1.0597 3.0260 -5.6586
H 0.5573 -0.8376 -3.9941
H -0.1597 -1.7307 -6.2101
*
```

calculated total energy = -66692.6470 eV
LUMO energy = 3.227 eV
Kohn-Sham gap = 4.803 eV
HOMO = -1.58 eV
ΔE to the lowest compared entry with this formula, charge and spin = 0.0 kJ/mol

Atom charges from the Löwdin analysis, given in e for atoms 1 to 2: Cs 1.2587; O -0.1684